(1)
Density functional theory data (wB97M-V/def2-TZVPD) for a gas-phase ion, C2H2ClIO2P (charge +1) in a non-equilibrium geometry.

* charge: +1
* total energy: -1326.76879 hartree
* energy relative to the best compared isomer or geometry (same formula, charge and spin): 67.7 kcal/mol

Element x y z (Å)
C  -0.655  0.693  -0.191
C  -0.616  -0.647  -0.131
O  -1.680  1.402  -0.416
O  -1.631  -1.472  0.011
P  -3.118  -1.414  -0.873
Cl  -4.053  -2.450  0.435
I  -3.535  1.115  0.070
H  0.150  1.361  -0.013
H  0.268  -1.192  0.109

Cartesian forces, eV/Å:
C 2.0 -2.9 0.8
C 2.3 1.2 0.6
O -3.2 3.2 -1.7
O -4.4 -1.0 -1.8
P 3.1 0.6 0.7
Cl -1.1 -0.9 0.8
I -0.8 -0.3 0.6
H 1.3 -0.2 0.0
H 0.9 0.2 0.0

***

(2)
Density functional theory data (wB97M-V/def2-TZVPD) for C5H5N3 in the gas phase in a non-equilibrium geometry.

* charge: 0
* SMILES: [H]/N=C(\C#N)NCC#C
* total energy: -357.58859 hartree
* energy relative to the best compared isomer or geometry (same formula, charge and spin): 115.5 kcal/mol

Element x y z (Å)
C  -1.031  -0.191  0.457
C  1.458  -0.454  0.359
C  2.468  0.070  -0.720
C  3.330  0.671  -1.272
C  -2.138  0.516  0.010
H  -2.497  -1.549  0.857
H  0.536  1.130  -0.232
H  1.835  -0.216  1.452
H  1.628  -1.488  0.165
H  4.289  0.642  -1.832
N  -1.360  -1.249  1.034
N  0.201  -0.028  -0.019
N  -3.172  0.964  -0.073

Cartesian forces, eV/Å:
C -0.1 -2.2 -0.4
C 4.2 -0.8 0.2
C -2.8 -0.5 3.8
C 3.2 -0.3 -2.1
C 0.4 1.5 -0.5
H 4.2 1.6 1.2
H -2.5 -4.0 0.5
H -0.8 -0.2 -2.1
H -0.5 -1.3 0.6
H -1.4 0.8 0.6
N -3.7 -4.0 1.0
N 1.8 8.5 -2.1
N -2.2 1.2 -0.6

***

(3)
Density functional theory data (wB97M-V/def2-TZVPD) for 5 unconnected molecules or ions with the total composition C13H32O17S5 in a non-equilibrium geometry.

* charge: 0
* SMILES: CCOS(C)(=O)=O.CCOS(C)(=O)=O.CCOS(C)(=O)=O.O=S1(=O)OCCO1.O=S1(=O)OCCO1
* total energy: -3784.46865 hartree

Element x y z (Å)
O  -0.726  -4.924  1.428
S  -1.235  -5.694  0.338
O  -1.400  -7.102  0.459
O  -2.671  -5.149  -0.033
C  -2.854  -3.722  -0.021
C  -3.661  -3.306  1.192
C  -0.342  -5.344  -1.143
H  -3.425  -3.487  -0.919
H  -1.912  -3.174  -0.088
H  -4.600  -3.858  1.200
H  -3.876  -2.240  1.103
H  -3.105  -3.488  2.110
H  0.689  -5.643  -0.982
H  -0.433  -4.282  -1.344
H  -0.845  -5.939  -1.900
O  3.879  2.316  1.828
S  4.806  3.161  1.167
O  5.887  2.644  0.402
O  3.912  4.041  0.202
C  4.528  5.142  -0.503
C  3.637  5.473  -1.680
C  5.435  4.330  2.322
H  5.536  4.872  -0.819
H  4.601  5.988  0.185
H  3.650  4.674  -2.420
H  3.920  6.410  -2.155
H  2.609  5.565  -1.326
H  6.027  3.766  3.040
H  4.597  4.807  2.823
H  6.063  5.042  1.796
O  -1.677  -2.727  -3.183
S  -2.156  -1.401  -3.350
O  -2.814  -0.991  -4.552
O  -3.142  -1.172  -2.128
C  -3.757  0.129  -2.021
C  -4.768  0.056  -0.914
C  -0.883  -0.221  -3.027
H  -4.250  0.504  -2.918
H  -2.943  0.811  -1.769
H  -5.276  1.016  -0.759
H  -4.388  -0.228  0.063
H  -5.647  -0.541  -1.176
H  -0.531  -0.288  -2.003
H  -1.227  0.755  -3.350
H  -0.069  -0.519  -3.692
C  -2.362  1.689  3.893
C  -3.101  0.353  3.795
O  -2.576  -0.331  2.660
S  -1.580  0.552  1.800
O  -2.279  1.183  0.741
O  -0.429  -0.216  1.573
O  -1.293  1.620  2.940
H  -1.906  1.871  4.861
H  -2.992  2.540  3.634
H  -4.176  0.483  3.657
H  -2.989  -0.281  4.672
C  3.823  -0.202  -0.242
C  2.493  0.527  -0.081
O  1.510  -0.295  -0.741
S  2.074  -1.711  -1.179
O  2.200  -1.771  -2.586
O  1.359  -2.732  -0.512
O  3.502  -1.562  -0.493
H  4.406  -0.085  0.670
H  4.467  0.198  -1.028
H  2.495  1.537  -0.479
H  2.192  0.565  0.963

Cartesian forces, eV/Å:
O 0.2 0.1 0.2
S 0.0 0.1 -0.1
O 0.0 -0.4 0.1
O 0.0 0.0 -0.1
C -0.7 0.5 -0.1
C 0.2 0.0 -0.2
C -0.4 -0.1 0.3
H 0.1 -0.1 -0.1
H 0.1 -0.2 0.1
H 0.0 0.0 0.1
H 0.0 0.0 0.1
H 0.0 0.0 0.0
H 0.0 0.0 -0.1
H 0.2 0.0 -0.1
H 0.2 0.0 -0.2
O -0.3 -0.6 0.2
S -0.1 0.9 -0.2
O 0.5 -0.4 -0.2
O -0.1 0.1 0.2
C 0.1 0.3 -0.3
C -0.3 -0.2 0.2
C 0.0 -0.1 0.1
H 0.0 -0.2 0.0
H -0.1 0.0 0.0
H 0.1 0.0 0.0
H 0.1 0.0 0.0
H 0.0 0.1 0.0
H 0.0 0.0 0.0
H 0.0 0.1 0.0
H 0.0 0.0 0.1
O 0.2 -0.4 0.1
S -0.3 0.7 0.1
O 0.0 -0.1 -0.1
O -0.3 -0.1 -0.4
C 0.2 0.5 0.8
C -1.4 0.5 0.3
C 0.4 -0.5 -0.6
H 0.2 -0.6 -0.4
H -0.2 0.2 0.1
H 0.6 0.3 -0.1
H 0.2 -0.2 -0.1
H 0.5 -0.6 -0.1
H -0.2 0.2 0.1
H -0.1 0.1 0.3
H 0.0 0.0 0.1
C 0.1 0.4 -0.2
C -0.7 -0.2 0.2
O -0.1 -0.2 0.0
S -0.6 0.1 1.0
O -0.2 0.2 -0.4
O 0.9 -0.2 -0.4
O 0.3 0.0 0.0
H 0.0 -0.1 0.0
H -0.1 -0.1 0.0
H 0.1 0.2 -0.1
H 0.4 0.0 -0.1
C 0.6 0.9 0.1
C -0.2 -0.3 0.6
O 0.1 0.2 -0.5
S 0.1 0.1 0.6
O 0.1 0.2 -0.6
O -0.2 -0.2 0.2
O -0.1 -0.2 0.1
H -0.1 -0.5 0.1
H -0.3 -0.1 -0.3
H -0.1 -0.1 -0.3
H 0.0 0.1 0.0

***

(4)
Density functional theory data (wB97M-V/def2-TZVPD) for a molecular structure, C30H28N3OPPtSSbSe4 in a non-equilibrium geometry.

* charge: -1
* total energy: -12104.56039 hartree
* energy relative to the best compared isomer or geometry (same formula, charge and spin): 45.3 kcal/mol

Element x y z (Å)
Pt  0.987  -0.873  -2.014
Se  3.306  -2.069  -6.506
Sb  1.984  -0.310  -5.402
Se  0.213  -1.678  -4.023
Se  2.427  0.762  -2.660
Se  0.631  1.142  -6.874
O  0.174  -0.048  0.157
P  0.647  0.441  1.481
C  1.782  -0.756  2.243
C  3.050  -0.430  2.708
C  3.884  -1.426  3.196
C  3.453  -2.743  3.227
C  2.182  -3.070  2.773
C  1.349  -2.081  2.278
C  1.489  2.034  1.405
C  1.025  3.167  2.063
C  1.668  4.379  1.866
C  2.772  4.458  1.030
C  3.244  3.324  0.384
C  2.600  2.114  0.569
C  -0.729  0.630  2.641
C  -0.631  0.315  3.992
C  -1.726  0.512  4.822
C  -2.907  1.027  4.305
C  -3.000  1.354  2.960
C  -1.911  1.157  2.126
H  3.389  0.598  2.678
H  4.878  -1.173  3.544
H  4.110  -3.518  3.602
H  1.844  -4.098  2.795
H  0.360  -2.325  1.907
H  0.162  3.106  2.715
H  1.291  5.271  2.349
H  3.261  5.410  0.868
H  4.093  3.381  -0.285
H  2.944  1.227  0.050
H  0.295  -0.079  4.392
H  -1.656  0.269  5.874
H  -3.756  1.180  4.959
H  -3.918  1.770  2.564
H  -1.955  1.416  1.074
N  0.477  3.060  -3.941
C  -0.398  2.535  -3.075
S  -0.504  3.222  -1.544
N  -1.151  1.521  -3.575
C  -2.277  0.866  -3.060
C  -2.587  0.773  -1.705
C  -3.742  0.118  -1.299
C  -4.590  -0.467  -2.227
C  -4.261  -0.411  -3.574
C  -3.116  0.246  -3.989
H  1.122  3.742  -3.593
H  0.649  2.659  -4.854
H  -0.990  1.326  -4.561
H  -1.918  1.212  -0.988
H  -3.980  0.064  -0.242
H  -5.496  -0.967  -1.906
H  -4.903  -0.880  -4.310
H  -2.858  0.282  -5.041
C  -0.629  -4.873  0.133
C  0.703  -4.721  -0.227
C  1.099  -3.550  -0.842
N  0.246  -2.557  -1.111
C  -1.034  -2.691  -0.748
C  -1.505  -3.827  -0.117
H  -0.979  -5.794  0.580
H  1.422  -5.508  -0.047
H  2.125  -3.395  -1.151
H  -1.685  -1.859  -0.988
H  -2.547  -3.892  0.167

Cartesian forces, eV/Å:
Pt -0.6 -0.4 2.3
Se -0.1 0.9 0.4
Sb -0.5 -0.8 0.6
Se 0.6 0.2 -1.4
Se 0.8 0.5 -2.5
Se 0.5 -0.1 0.5
O 0.1 -0.1 -0.2
P 0.3 0.2 0.3
C -0.1 0.2 -0.1
C 0.0 0.0 0.0
C 0.1 0.0 0.0
C 0.0 0.0 0.0
C 0.0 -0.1 0.0
C 0.0 0.0 0.0
C -0.1 -0.3 0.1
C 0.0 0.0 0.0
C 0.0 0.1 0.0
C 0.0 0.0 0.0
C 0.0 0.0 0.0
C 0.0 -0.1 0.0
C 0.2 0.0 -0.1
C 0.0 0.0 0.0
C 0.0 0.0 0.1
C 0.0 0.0 0.0
C 0.0 0.0 0.0
C 0.0 0.0 0.0
H 0.0 0.0 0.0
H 0.0 0.0 0.0
H 0.0 0.0 0.0
H 0.0 0.0 0.0
H 0.0 -0.1 0.0
H 0.0 0.0 0.0
H 0.0 0.0 0.0
H 0.0 0.0 0.0
H 0.0 0.0 0.0
H 0.0 0.0 -0.1
H 0.0 0.0 0.0
H 0.0 0.0 0.0
H 0.0 0.0 0.0
H 0.0 0.0 0.0
H -0.1 0.0 0.0
N -0.3 0.1 -0.3
C -0.1 0.4 0.1
S -0.1 0.0 0.3
N -0.1 0.2 -0.2
C 0.0 0.1 0.1
C 0.1 0.0 0.0
C 0.0 0.0 -0.1
C -0.1 -0.1 0.1
C 0.0 0.0 0.0
C 0.0 0.0 0.0
H 0.0 0.0 0.2
H 0.0 -0.2 -0.2
H 0.2 -0.1 0.0
H 0.1 0.0 0.0
H 0.0 0.0 0.0
H 0.0 0.0 0.0
H 0.0 0.0 0.0
H 0.0 0.0 0.0
C 0.1 0.1 -0.1
C -0.2 -0.1 0.1
C 0.1 -0.1 -0.1
N -0.6 -0.7 0.2
C -0.1 0.1 0.0
C 0.0 -0.1 0.1
H 0.0 0.0 0.1
H 0.0 0.0 0.0
H 0.0 0.1 -0.1
H 0.0 0.0 0.0
H 0.0 0.0 -0.1